(1)
16
Properties=species:S:1:pos:R:3:forces:R:3 method="wB97M-V/def2-TZVPD" de_lowest_ev=7.497 fmax_ev_per_a=5.1 e_lumo_ev="-4.00 / -4.00" energy_ha=-342.08175 e_homo_ev="-14.2 / -14.2" charge=+1 homo_lumo_gap_ev="10.15 / 10.15"
O -0.7355 -0.1127 1.1922 -1.5781 -1.0780 2.0312
H -0.0070 1.7555 0.9069 0.3855 0.1901 0.0083
C -0.4334 1.2111 1.7429 1.3628 -0.4981 -3.2376
C 0.9180 -0.9656 1.1255 0.8607 -0.3484 -0.7842
H -2.1740 -0.6174 -0.2252 1.6791 -0.1697 1.5954
H 1.1087 -0.2731 -3.0504 -1.0827 -0.3760 0.5230
H 1.4780 -0.0637 1.3797 0.0748 -0.6327 1.0434
N -1.3401 0.0002 0.0129 1.0031 0.8427 -3.3703
H -1.1958 1.7874 2.0862 -3.1256 0.7523 0.7083
N 0.9915 -1.0131 -0.2165 0.1868 -0.6953 -0.1475
H 0.2198 1.0923 2.5207 1.8085 -0.6208 1.8406
C 0.1339 -0.4012 -2.4889 -0.6889 2.3531 -4.4454
H 0.9917 -1.9585 1.7173 -0.4787 1.9508 -0.9593
H -0.5566 -1.0875 -3.0165 0.7433 -0.4597 0.6044
C 0.3385 -0.6241 -1.1428 -2.5375 -0.1059 3.6482
H -0.5043 0.5469 -2.7065 1.3869 -1.1047 0.9415

=====

(2)
16
Properties=species:S:1:pos:R:3:forces:R:3 method="wB97M-V/def2-TZVPD" de_lowest_ev=2.540 fmax_ev_per_a=4.6 e_lumo_ev=-3.61 energy_ha=-342.26392 e_homo_ev=-14.7 charge=+1 homo_lumo_gap_ev=11.10
C 0.6840 -0.4354 0.4478 -1.1844 1.8750 0.3144
N -1.4956 1.4450 -1.9172 -2.9142 3.5126 -0.2822
N -1.2989 -1.6650 -0.2790 2.0382 -3.1043 1.9024
H 1.4193 1.4719 1.5795 -0.3373 -0.3037 1.2221
C -0.5940 0.7926 -2.3128 0.3078 -0.4587 -0.2562
H -1.8996 2.2913 -2.3958 0.6434 -1.4062 0.8731
H -1.3296 0.2783 0.2491 -0.1249 1.1691 0.5032
C -0.6104 -0.4933 0.2038 -0.4388 1.2228 1.2027
H -1.9924 -1.4659 -0.9586 -1.0015 0.2412 -0.8511
H -1.6835 -2.3029 0.5114 0.4982 1.3131 -1.6282
C 1.4267 0.8779 0.6999 0.9206 -1.4308 -1.8389
O 0.2034 -0.0113 -2.4741 1.9520 -1.5099 -0.9145
H -0.5033 -2.1595 -0.7205 -0.9292 -0.5796 -0.2244
H 1.2255 -1.2933 0.2054 1.2445 -1.3499 0.0029
H 1.1222 1.5305 -0.0793 -0.7598 0.8559 -0.7173
H 2.4541 0.7003 0.3636 0.0855 -0.0467 0.6918

=====

(3)
16
Properties=species:S:1:pos:R:3:forces:R:3 method="wB97M-V/def2-TZVPD" s2=2.007 multiplicity=3 de_lowest_ev=2.237 fmax_ev_per_a=3.9 e_lumo_ev="-3.53 / -5.09" energy_ha=-342.08033 e_homo_ev="-13.0 / -14.8" charge=+1 homo_lumo_gap_ev="9.44 / 9.67"
H -1.6725 0.0300 -1.5891 0.3529 0.0247 0.9929
C -1.3049 -0.2004 -0.5586 -1.8821 -3.1372 -1.4271
H 0.5225 2.4400 0.2348 -0.8532 -1.9942 -0.6280
H -0.9742 -2.2964 -0.9811 -0.3362 -0.5430 -1.5008
H 3.4722 -0.8493 -1.1494 -0.7604 -0.0487 0.9463
H 0.3500 0.6762 -0.6433 1.2688 2.5551 0.9822
C -0.0198 0.6334 1.3424 -1.1806 -1.9528 -0.3899
C -1.0062 -1.5087 -0.2920 -0.2140 2.4982 0.6823
H -0.2437 1.1382 2.2162 0.6845 1.1559 1.7592
H 0.3416 -0.4028 1.4153 0.4833 1.0627 -0.1773
N 2.5124 -0.8478 -0.6793 2.1981 -0.0616 -0.3786
H -0.6927 -1.8990 0.6635 -0.0773 0.4109 0.4749
O 1.6004 -0.7844 -1.4671 -1.2243 0.1457 -0.6066
N 0.1527 1.4337 0.1473 1.9033 -0.0279 -1.1986
H -1.8594 1.5703 0.9085 -0.5552 -0.3614 -0.9668
C -1.1785 0.8669 0.4319 0.1922 0.2737 1.4360

=====

(4)
16
Properties=species:S:1:pos:R:3:forces:R:3 method="wB97M-V/def2-TZVPD" s2=2.007 multiplicity=3 de_lowest_ev=3.356 fmax_ev_per_a=6.6 e_lumo_ev="-3.16 / -8.13" energy_ha=-342.03921 e_homo_ev="-11.8 / -16.5" charge=+1 homo_lumo_gap_ev="8.65 / 8.35"
N -0.8587 -0.4235 0.0334 -5.4186 -3.4839 -0.4303
C -0.2225 0.7512 -0.0139 3.6168 5.5026 -0.0727
H -0.2494 -1.9037 0.9929 0.2621 -2.0005 0.9414
H -0.6901 -2.0928 -0.8573 -0.9188 -1.8315 0.5777
H -1.7434 1.9797 0.6615 0.3001 1.0748 -0.8130
O -2.2335 -0.5695 0.0846 3.1303 -1.2552 -0.0270
H -2.6782 0.2698 0.1039 -0.2156 1.4700 0.0299
C 3.8926 -1.0743 0.0617 1.1898 -1.0455 0.8122
N 2.8066 -0.9025 -0.1962 -1.6171 0.8392 -0.6832
H 4.7817 -1.4985 0.4538 0.6758 0.2818 -0.1032
C -0.8123 2.1062 0.0539 -0.9716 -2.3911 -0.4198
H -0.0965 2.6404 0.5847 0.9606 1.4046 1.1361
H 0.7835 -1.6477 -0.4792 1.4875 1.1306 0.4323
H -0.8437 2.5401 -0.9524 -0.8637 0.2061 0.1974
H 0.8262 0.5701 0.1848 0.0309 0.2692 0.0552
C -0.1697 -1.6418 -0.0285 -1.6484 -0.1713 -1.6331

=====

(5)
17
Properties=species:S:1:pos:R:3:forces:R:3 method="wB97M-V/def2-TZVPD" smiles="C[C@H](N)CNC(=O)[O-]" de_lowest_ev=0.142 fmax_ev_per_a=1.2 e_lumo_ev=3.94 energy_ha=-417.87741 e_homo_ev=-4.1 charge=-1 homo_lumo_gap_ev=8.05
H -1.8220 -0.6928 -1.7428 0.4476 -0.1732 -0.0255
H 0.9697 -0.8548 -1.4788 0.3988 0.2944 -0.0047
H 1.4574 -0.7303 0.8873 -0.0015 -0.0068 0.2771
O -0.4084 1.4969 2.4716 -0.4360 -0.0216 0.0216
C 0.3184 2.0624 1.6370 0.9632 -0.0003 -0.1168
C -0.9961 -0.0349 -1.4244 -0.9259 -0.4073 0.2964
C 0.5634 -0.1723 0.5591 0.2420 -0.1615 -0.2321
H 1.6228 1.5425 0.0974 0.0441 0.2816 0.0911
N -0.2413 -2.2217 -0.5656 0.4545 0.2363 -0.0080
O 0.7857 3.2201 1.6201 -0.1625 0.0328 -0.0511
N 0.7620 1.2373 0.5152 -0.3399 0.0976 0.1028
H -0.6654 0.4815 -2.3046 0.1100 0.5108 -0.3506
H -0.2442 -0.3578 1.2644 0.0230 0.0336 0.2057
C 0.1523 -0.7912 -0.7664 -0.7154 -0.9397 -0.2371
H -1.1711 -2.2267 -0.1683 -0.0788 -0.0836 0.2402
H 0.3901 -2.6234 0.1360 -0.3650 0.1018 -0.2202
H -1.4732 0.6653 -0.7370 0.3418 0.2051 0.0111

=====

(6)
17
Properties=species:S:1:pos:R:3:forces:R:3 method="wB97M-V/def2-TZVPD" de_lowest_ev=1.432 fmax_ev_per_a=0.5 e_lumo_ev=3.86 energy_ha=-417.82999 e_homo_ev=-3.8 charge=-1 homo_lumo_gap_ev=7.70
N 0.4923 0.8535 1.6590 0.0933 0.1006 -0.1903
H -2.4516 -0.4811 1.3032 -0.0056 0.0087 0.0942
H -3.0349 0.4580 -0.0579 -0.0870 0.2784 0.0909
H 1.2878 0.5603 2.2297 -0.0401 0.0890 0.0629
N -1.1917 -1.1347 -0.9707 -0.2084 0.1189 -0.1818
H -2.0616 1.2404 1.2787 -0.0926 0.0789 -0.0876
O 3.3996 0.6381 -2.2644 0.0547 0.0435 -0.0248
H 3.2766 0.0381 -0.3245 0.1110 0.0314 -0.1043
H -0.4305 -1.2187 -1.6338 0.0829 -0.1311 0.1050
C 2.8093 0.4692 -1.2287 -0.2348 -0.2352 0.4035
C -0.9359 0.0242 -0.1205 -0.0117 0.3110 0.4274
C 0.2462 -0.1621 0.8685 0.0336 -0.4359 0.0481
H 1.7443 0.7058 -1.0845 -0.0371 0.1077 -0.1516
H -1.1081 -1.9488 -0.3689 0.1881 -0.0424 -0.0620
H -0.6713 0.8738 -0.7555 -0.1210 0.0368 -0.1173
C -2.2117 0.3652 0.6527 0.1808 -0.4130 -0.2147
O 0.8412 -1.2809 0.8176 0.0938 0.0530 -0.0977

=====

(7)
17
Properties=species:S:1:pos:R:3:forces:R:3 method="wB97M-V/def2-TZVPD" s2=0.775 multiplicity=2 de_lowest_ev=2.459 fmax_ev_per_a=6.3 e_lumo_ev="0.60 / -2.11" energy_ha=-417.65421 e_homo_ev="-9.5 / -9.5" charge=0 homo_lumo_gap_ev="10.06 / 7.36"
H 1.9598 0.4503 -0.3237 1.7925 0.1449 0.4246
H -1.2371 1.0029 -1.3612 -2.8361 1.2139 -0.8107
H -1.5993 -2.1919 1.3823 0.2201 0.7449 -0.6174
H 0.8923 -1.4286 1.2506 1.2071 -0.7426 0.3997
H -1.2905 -0.8871 -0.7329 -0.2195 -1.8156 0.0609
H 2.6014 1.9732 -1.0689 0.8297 0.7596 0.4979
O -1.4293 -1.2008 3.0448 0.3783 0.9630 -1.7872
N 1.9988 1.2058 -0.9856 -3.9548 -4.0475 0.2380
H 0.2188 0.4101 1.0748 0.8769 -2.4507 0.4206
C -0.2319 -0.7366 -0.6179 1.1382 2.0453 -1.5737
H -2.1097 -0.4097 1.2496 -0.4608 0.7607 -0.2796
C -1.4730 -1.1296 1.7164 1.7192 -2.1745 1.6884
C 0.6521 1.5457 -1.2894 4.9176 3.7768 -0.8899
N -0.3647 0.7004 -1.1497 3.3706 -2.7399 1.4856
O 0.6971 2.7126 -1.6985 -3.0999 -0.0777 -0.5107
H 0.4765 -1.2834 -1.3206 -1.3029 0.2929 0.8330
C 0.2387 -0.7333 0.8297 -4.5763 3.3463 0.4203

=====

(8)
17
Properties=species:S:1:pos:R:3:forces:R:3 method="wB97M-V/def2-TZVPD" smiles="CC/C([NH3+])=C/[N+](=O)[O-]" de_lowest_ev=4.077 fmax_ev_per_a=1.1 e_lumo_ev=-5.37 energy_ha=-417.43154 e_homo_ev=-15.9 charge=+1 homo_lumo_gap_ev=10.50
C 1.1180 -0.7092 0.4884 0.2872 0.0141 -0.1410
C 2.0984 -0.3493 -0.6378 -0.1119 -0.1569 0.0843
O -3.5880 -0.8497 -0.1617 -0.1858 -0.1074 -0.0128
H 1.6693 -0.5776 -1.6103 -0.0012 0.0037 -0.1319
H 0.1488 1.8320 1.0386 -0.0558 -0.1131 -0.1538
H 2.9978 -0.9462 -0.5244 0.0997 0.0216 -0.0088
H -1.2611 1.6408 0.0137 0.6473 -0.1712 0.1074
H 2.3982 0.6959 -0.6077 0.0692 0.1104 -0.0284
N -2.6427 -0.1328 -0.0678 -0.0276 0.1642 -0.0274
H 0.3812 1.7000 -0.6020 -0.1347 -0.0621 0.1897
H -1.4058 -1.8143 0.2213 -0.0247 0.0639 -0.0100
N -0.2058 1.3880 0.1827 -0.4552 0.4600 -0.1529
H 0.9984 -1.7903 0.5351 -0.1054 0.0304 0.0782
O -2.6797 1.1002 -0.1539 -0.4743 0.5337 -0.0999
C -0.2077 -0.0707 0.2850 -0.5129 -0.4153 0.0289
H 1.5403 -0.3802 1.4423 -0.0961 -0.0424 0.0877
C -1.3596 -0.7366 0.1586 1.0822 -0.3336 0.1909